(1)
{
  "formula": "C29H54LaP2Si",
  "method": "the ωB97M-V functional and the def2-TZVPD basis",
  "symbols": ["La", "C", "C", "C", "C", "C", "C", "H", "H", "H", "C", "H", "H", "H", "C", "H", "H", "H", "C", "H", "H", "H", "C", "H", "H", "H", "C", "C", "C", "C", "C", "C", "C", "C", "H", "H", "H", "H", "H", "H", "H", "H", "H", "H", "H", "H", "P", "C", "H", "H", "H", "C", "H", "H", "H", "C", "H", "H", "H", "P", "C", "H", "H", "H", "C", "H", "H", "H", "C", "H", "H", "H", "C", "Si", "C", "C", "C", "C", "H", "H", "H", "H", "H", "H", "H", "H", "H"],
  "coordinates": [[0.65393, -1.28671, 1.55314], [-1.08592, 0.26451, 3.25567], [0.22518, 0.14079, 3.83419], [0.32607, 1.67054, 2.10435], [-1.02904, 1.28575, 2.26254], [1.10854, 1.01741, 3.10690], [-2.30298, -0.49689, 3.65076], [-2.08461, -1.55744, 3.82959], [-3.05712, -0.44459, 2.85600], [-2.75121, -0.08989, 4.57000], [-2.16837, 1.96583, 1.61607], [-3.12314, 1.71400, 2.08897], [-2.22749, 1.69794, 0.55624], [-2.04185, 3.05963, 1.65959], [0.80793, 2.59708, 1.03944], [0.49319, 3.62992, 1.25027], [0.39603, 2.32571, 0.05245], [1.90036, 2.59190, 0.95590], [2.58200, 1.11458, 3.23073], [2.91033, 0.91205, 4.25497], [2.88944, 2.13340, 2.97383], [3.12407, 0.42826, 2.55814], [0.60240, -0.88383, 4.84976], [0.10911, -0.67290, 5.81544], [1.68924, -0.88722, 5.03685], [0.28491, -1.91127, 4.56085], [0.31179, -3.05620, 0.07286], [-0.18999, -3.43912, 1.35930], [0.59614, -4.34590, 2.28395], [1.94951, -3.81174, 2.87716], [2.43036, -2.45463, 2.41124], [2.76774, -2.21878, 1.06975], [2.85146, -3.36446, 0.06248], [1.49654, -3.74542, -0.58590], [0.77120, -5.30335, 1.76571], [2.75266, -4.53914, 2.65147], [-0.08395, -4.60692, 3.11896], [1.36068, -4.84657, -0.59805], [-0.33263, -2.53382, -0.66206], [-1.30787, -3.49615, 1.51042], [1.52478, -3.45909, -1.65335], [3.56911, -3.08490, -0.73279], [3.20354, -1.23535, 0.72020], [3.27482, -4.22762, 0.60293], [1.82088, -3.78062, 3.96997], [2.82621, -1.79672, 3.20118], [-3.08433, -0.78131, -1.77501], [-4.70463, -0.01827, -1.70853], [-5.31958, -0.51628, -2.46286], [-4.61620, 1.04655, -1.93068], [-5.12533, -0.16284, -0.71322], [-2.97794, -1.46582, -3.42084], [-3.99492, -1.47159, -3.82873], [-2.58187, -2.48373, -3.39388], [-2.33649, -0.82826, -4.03926], [-2.89320, -1.94591, -0.41268], [-2.08896, -2.65309, -0.62391], [-3.82788, -2.50406, -0.25436], [-2.63166, -1.36840, 0.49709], [2.85959, 0.63001, -2.00863], [4.56006, 1.15106, -1.53336], [5.30823, 0.99353, -2.32766], [4.81618, 0.52263, -0.66025], [4.55313, 2.19097, -1.17077], [3.14530, -0.68549, -3.25423], [3.38010, -1.60068, -2.67851], [3.96242, -0.45552, -3.96011], [2.20008, -0.89693, -3.77866], [2.05028, 2.02574, -2.88759], [2.28207, 2.05538, -3.97295], [2.31767, 2.96809, -2.39290], [0.95248, 1.91386, -2.73732], [-1.11692, 3.28180, -4.31155], [-1.65057, 3.34463, -2.49896], [-0.60344, 4.60087, -1.57173], [-3.48729, 3.81939, -2.42039], [-1.48425, 1.65451, -1.76543], [-1.89214, 0.49359, -1.56524], [-1.58199, 4.08995, -4.89464], [-1.41159, 2.32933, -4.77601], [-0.02832, 3.38299, -4.42038], [-0.85977, 5.63364, -1.85127], [-0.75024, 4.51516, -0.49068], [0.46538, 4.47223, -1.77254], [-4.09295, 3.19836, -3.09688], [-3.87707, 3.68372, -1.40144], [-3.65745, 4.86815, -2.70114]],
  "atomic_forces_ev_per_a": [[-3.8, 6.9, 0.7], [0.8, 0.7, -0.2], [0.0, 0.6, -1.2], [0.2, -0.7, 0.6], [0.8, -1.2, 0.6], [-1.7, -0.3, -0.1], [-0.3, 0.0, 0.4], [-0.1, 0.1, 0.0], [0.0, 0.0, 0.2], [0.0, -0.2, -0.2], [-0.5, 0.2, -0.6], [0.1, 0.1, 0.0], [-0.2, 0.2, 0.2], [-0.1, -0.2, 0.1], [0.0, 0.4, 0.0], [0.1, -0.1, -0.1], [0.2, 0.1, 0.2], [-0.2, 0.0, 0.0], [0.4, 0.2, 0.1], [0.1, 0.0, -0.2], [0.2, -0.2, 0.1], [0.1, 0.1, 0.1], [0.1, -0.1, 0.6], [0.2, -0.2, -0.3], [-0.4, -0.1, 0.0], [0.2, 0.3, 0.1], [-1.3, -2.0, -3.1], [-2.6, -1.8, 0.2], [-1.1, -0.5, -0.3], [0.4, 0.2, 0.4], [4.0, -1.8, 0.0], [4.4, -0.9, 0.6], [0.4, 0.6, 0.4], [-0.9, 0.2, -0.4], [0.3, 0.2, 0.2], [-0.4, 0.2, 0.1], [0.5, 0.2, -0.3], [0.2, 0.5, 0.2], [0.1, -0.8, 0.4], [1.1, -0.1, -0.1], [-0.1, 0.0, 0.5], [-0.3, -0.1, 0.5], [-0.3, -1.1, 0.7], [-0.1, 0.2, -0.3], [0.3, 0.0, -0.4], [-0.6, 0.1, -0.4], [0.6, 0.6, 0.9], [-0.1, 0.1, 0.2], [-0.1, 0.2, 0.3], [-0.1, -0.1, 0.0], [-0.1, 0.1, -0.1], [0.2, -0.3, -0.3], [0.3, -0.1, 0.0], [0.0, 0.1, -0.1], [-0.1, -0.2, 0.1], [-0.3, 0.0, 0.0], [0.0, 0.0, 0.0], [0.2, 0.2, 0.0], [-0.2, -0.2, -0.4], [-0.7, -0.4, 1.1], [0.0, -0.2, 0.1], [-0.2, 0.3, 0.3], [0.1, 0.2, -0.5], [0.1, -0.3, -0.3], [0.1, -0.2, 0.0], [0.1, 0.4, -0.4], [-0.4, -0.2, 0.2], [0.4, 0.2, 0.0], [-0.2, 0.0, -0.5], [-0.1, 0.2, 0.6], [0.1, -0.2, -0.2], [0.7, -0.1, -0.3], [0.1, -0.4, 0.1], [0.2, 2.1, -0.7], [-0.1, 0.0, 0.1], [0.0, -0.5, 0.3], [-1.4, -3.4, 0.2], [0.6, 2.2, -1.0], [0.0, -0.2, 0.3], [0.1, 0.2, 0.0], [-0.3, -0.1, 0.1], [-0.1, -0.3, -0.1], [0.0, 0.0, -0.1], [-0.1, -0.1, 0.0], [0.2, 0.1, 0.1], [0.0, 0.1, -0.2], [0.3, -0.3, 0.0]],
  "mulliken_charge": [0.08, 0.53, 0.57, 0.56, 0.90, -0.67, -1.70, 0.28, 0.36, 0.35, -1.03, 0.44, -0.28, 0.32, -0.20, 0.31, -0.50, 0.37, -1.37, 0.37, 0.53, 0.03, -1.30, 0.46, 0.33, 0.11, 0.17, 0.16, -1.06, -1.48, 0.22, -0.47, -0.81, -1.33, 0.39, 0.50, 0.39, 0.35, -0.15, 0.44, 0.28, 0.45, 0.17, 0.24, 0.36, 1.06, 1.65, -1.36, 0.51, 0.23, 0.39, -1.44, 0.47, 0.43, 0.37, -1.08, 0.38, 0.51, 0.12, 0.82, -1.32, 0.39, 0.34, 0.37, -1.23, 0.19, 0.41, 0.32, -0.75, 0.48, 0.31, -0.34, -1.10, -0.02, -0.80, -1.16, -0.03, 0.15, 0.39, 0.34, 0.31, 0.48, 0.21, 0.23, 0.32, 0.35, 0.41],
  "homo_ev": -7.575,
  "total_charge": 1
}

(2)
{
  "formula": "C29H56AlCl18N2O4S",
  "method": "the ωB97M-V functional and the def2-TZVPD basis",
  "symbols": ["O", "C", "C", "C", "C", "C", "O", "Al", "C", "C", "C", "C", "S", "C", "N", "N", "C", "O", "O", "H", "H", "H", "H", "H", "H", "H", "H", "H", "H", "H", "H", "H", "H", "H", "H", "H", "H", "H", "H", "Cl", "C", "C", "Cl", "H", "H", "H", "H", "Cl", "C", "C", "Cl", "H", "H", "H", "H", "Cl", "C", "C", "Cl", "H", "H", "H", "H", "Cl", "C", "C", "Cl", "H", "H", "H", "H", "Cl", "C", "C", "Cl", "H", "H", "H", "H", "Cl", "C", "C", "Cl", "H", "H", "H", "H", "Cl", "C", "C", "Cl", "H", "H", "H", "H", "Cl", "C", "C", "Cl", "H", "H", "H", "H", "Cl", "C", "C", "Cl", "H", "H", "H", "H"],
  "coordinates": [[0.01423, -4.36789, 2.27453], [-0.73527, -3.93488, 1.12649], [-1.79714, -2.85419, 1.48718], [-2.72067, -2.60134, 0.25768], [-1.99328, -1.87598, -0.90804], [-3.09945, -1.81817, -2.09758], [-3.11062, -0.59177, -2.82457], [-1.39934, -0.02196, -2.46958], [-0.83763, 1.86924, -2.92101], [-0.18626, 1.82430, -4.37652], [1.36435, 1.70659, -4.34258], [1.89022, 0.28118, -3.92284], [1.97509, -0.76360, -5.42951], [1.17984, -2.31864, -5.10564], [1.69247, -3.47384, -4.70074], [0.75004, -4.40811, -4.61188], [-0.39269, -3.82161, -4.97566], [-0.15579, -2.55245, -5.27889], [-1.61145, -0.51386, -0.68652], [0.95077, -4.42012, 2.05986], [-1.29849, -4.83382, 0.76119], [-0.09702, -3.59533, 0.28268], [-2.43813, -3.27584, 2.30008], [-1.34761, -1.91585, 1.86843], [-3.03808, -3.60641, -0.11360], [-3.65091, -2.04195, 0.47975], [-1.02973, -2.34146, -1.22836], [-4.08350, -2.22134, -1.77431], [-2.71575, -2.55798, -2.86448], [-0.49885, -1.24671, -3.01184], [-1.75081, 2.51391, -2.90090], [-0.13336, 2.33314, -2.18787], [-0.63157, 0.93170, -4.88551], [-0.51009, 2.70169, -4.98001], [1.71180, 1.86951, -5.39193], [1.86872, 2.46301, -3.71056], [2.93121, 0.40537, -3.55653], [1.32647, -0.16806, -3.08572], [-1.37307, -4.30277, -5.04153], [3.56760, 5.27362, -4.13365], [4.73687, 4.22856, -3.27787], [5.42066, 3.26984, -4.21861], [4.30045, 2.02913, -4.84089], [4.20433, 3.70392, -2.48499], [5.47264, 4.89606, -2.80831], [6.21485, 2.74347, -3.69657], [5.85887, 3.78867, -5.07008], [-1.43924, 0.75050, 6.18193], [-1.65082, -0.77754, 5.28219], [-0.37984, -1.21927, 4.59915], [0.06610, -0.14736, 3.25223], [-2.46004, -0.63863, 4.56779], [-1.96015, -1.52964, 6.00776], [-0.51591, -2.21658, 4.17641], [0.45728, -1.25539, 5.29453], [-2.27134, 6.53057, 8.81048], [-2.45928, 4.95883, 7.98549], [-1.19483, 4.52890, 7.28175], [-0.82668, 5.55519, 5.87675], [-3.29385, 5.03923, 7.29214], [-2.72014, 4.22942, 8.75210], [-1.30886, 3.51100, 6.90674], [-0.33624, 4.55104, 7.95039], [-2.74704, 4.21504, 1.11552], [-3.93551, 5.33066, 1.83047], [-3.50410, 5.83092, 3.18776], [-3.53034, 4.54292, 4.41848], [-4.89395, 4.81653, 1.87972], [-4.03318, 6.17197, 1.14364], [-4.18585, 6.60731, 3.52968], [-2.50096, 6.24913, 3.16015], [-4.49392, -5.39093, 3.26258], [-4.70268, -6.93065, 2.39176], [-3.44288, -7.35785, 1.67688], [-3.05569, -6.29184, 0.30354], [-5.53550, -6.81651, 1.70009], [-4.97547, -7.67968, 3.13525], [-3.57042, -8.36181, 1.27155], [-2.58452, -7.36890, 2.34648], [2.94272, -4.50061, -0.43572], [3.77669, -4.11699, -1.96579], [3.56573, -5.18377, -3.01091], [4.39536, -6.71264, -2.59396], [4.83350, -3.97377, -1.74673], [3.36869, -3.17073, -2.32052], [3.97389, -4.85227, -3.96423], [2.50903, -5.40216, -3.15238], [7.02318, 5.56201, -1.67781], [8.26667, 4.68277, -0.73262], [9.06320, 3.69866, -1.55418], [8.09598, 2.29837, -2.06752], [7.76488, 4.19128, 0.09842], [8.93559, 5.44245, -0.32879], [9.88473, 3.30623, -0.95541], [9.48198, 4.16542, -2.44408], [-4.55381, 9.05857, 3.22234], [-3.33575, 10.27894, 3.68044], [-2.06704, 10.15941, 2.86921], [-1.15375, 8.68208, 3.25853], [-3.14026, 10.17498, 4.74607], [-3.79047, 11.25473, 3.51023], [-1.41090, 11.00185, 3.08746], [-2.27430, 10.15646, 1.80062], [1.08502, -8.39075, -2.46412], [-0.50129, -9.15082, -2.71455], [-1.44742, -8.88176, -1.56975], [-0.96404, -9.72559, -0.07268], [-0.34901, -10.21799, -2.86824], [-0.90812, -8.72829, -3.63341], [-2.44516, -9.24026, -1.82369], [-1.51362, -7.81933, -1.34941]],
  "atomic_forces_ev_per_a": [[0.1, 0.4, 0.1], [-0.9, -0.2, -0.5], [-0.4, -0.5, 0.2], [1.2, 0.0, -0.1], [-1.2, 1.4, -0.4], [1.7, -1.1, -1.8], [0.4, -0.2, 1.0], [-1.2, 0.0, 1.5], [0.2, -0.1, -0.4], [-0.6, 0.0, 1.0], [-0.6, -0.9, -0.8], [0.2, 1.0, 0.7], [-0.6, -0.9, 0.1], [-0.4, -2.0, 1.1], [1.7, 2.1, -0.2], [-2.5, 0.0, -0.5], [2.4, -0.6, 0.6], [-1.1, 1.2, -0.9], [0.1, -0.5, -0.2], [-0.2, 0.1, -0.1], [0.7, 1.0, 0.2], [-0.1, -0.1, 0.7], [0.5, 0.2, -0.3], [-0.1, -0.5, -0.5], [0.1, 0.7, 0.1], [0.6, -0.2, 0.2], [-1.1, -0.6, 0.1], [0.2, 0.8, 0.0], [-0.5, -0.1, 0.7], [0.4, 0.2, -0.3], [0.6, -0.4, -0.2], [-0.4, -0.3, -0.5], [0.6, 0.6, 0.0], [0.4, -0.4, 0.3], [-0.1, 0.1, 0.8], [-0.6, -0.3, -0.2], [-0.6, -0.4, -0.4], [0.0, 0.0, -0.8], [0.5, 0.7, 0.0], [-0.1, 0.0, 0.0], [0.1, 0.2, 0.1], [0.1, 0.0, 0.0], [0.7, 0.3, -0.2], [-0.1, 0.0, -0.1], [-0.9, -0.7, -0.7], [-0.1, 0.1, 0.0], [-0.1, 0.0, 0.0], [0.0, 0.1, 0.1], [-0.1, -0.3, -0.1], [0.1, -0.1, 0.0], [0.1, 0.1, 0.1], [0.1, 0.1, 0.0], [0.1, 0.0, 0.0], [-0.1, 0.0, 0.0], [-0.1, 0.1, 0.0], [0.0, 0.1, 0.0], [-0.1, -0.2, 0.0], [0.0, -0.2, 0.0], [0.4, 0.2, 0.1], [0.1, 0.1, 0.0], [0.1, 0.0, 0.0], [-0.1, 0.1, 0.0], [0.0, 0.1, 0.0], [0.0, 0.0, 0.0], [0.0, 0.0, -0.1], [-0.1, 0.1, 0.0], [-0.3, -0.3, -0.1], [0.1, 0.0, 0.0], [0.0, 0.0, 0.1], [0.1, -0.2, 0.0], [0.0, -0.1, 0.0], [0.0, 0.0, 0.0], [0.0, -0.1, 0.0], [0.0, -0.2, 0.0], [-0.4, -0.3, 0.0], [0.1, 0.1, 0.0], [0.1, 0.0, 0.0], [0.0, 0.0, 0.0], [0.0, 0.1, 0.0], [0.0, -0.1, 0.1], [0.1, 0.1, -0.2], [-0.1, 0.1, -0.1], [0.1, -0.1, 0.1], [0.0, -0.1, 0.1], [-0.1, -0.1, -0.1], [0.0, 0.0, 0.1], [0.1, 0.0, 0.0], [1.0, 0.2, 0.7], [0.1, 0.1, 0.2], [0.1, 0.1, 0.0], [0.0, -0.1, 0.1], [-0.1, 0.0, -0.1], [0.0, 0.0, 0.0], [-0.1, 0.0, 0.1], [-0.1, 0.0, 0.0], [0.0, 0.2, 0.0], [0.0, 0.2, 0.1], [0.0, 0.1, 0.0], [0.0, 0.0, 0.0], [0.0, -0.1, -0.1], [0.0, 0.0, -0.1], [-0.1, 0.0, 0.1], [0.0, -0.1, 0.1], [0.1, 0.0, 0.0], [0.0, 0.0, -0.1], [-0.1, 0.1, -0.2], [0.0, 0.0, 0.0], [0.0, 0.0, 0.1], [-0.1, 0.0, 0.1], [0.0, 0.0, 0.0], [0.1, -0.1, 0.1]],
  "mulliken_charge": [-0.57, 0.43, 0.44, -0.75, 0.74, -0.45, -0.55, 0.42, -0.90, -0.70, -0.52, -0.51, -0.16, 0.21, -0.06, -0.48, -0.02, -0.09, -0.72, 0.33, -0.51, 0.31, 0.12, -0.38, 0.00, 0.39, -0.09, 0.36, 0.00, -0.12, 0.34, 0.28, 0.22, 0.32, 0.56, 0.14, 0.47, 0.10, 0.41, -0.22, 0.08, -0.12, -0.14, 0.41, -0.31, -0.10, 0.36, -0.22, -0.47, -0.32, -0.17, 0.27, 0.36, 0.15, 0.38, -0.22, -0.30, -0.06, -0.12, 0.21, 0.33, -0.18, 0.40, -0.15, -0.47, -0.01, -0.18, 0.33, 0.31, 0.05, 0.08, -0.17, -0.49, -0.51, -0.17, 0.30, 0.35, 0.32, 0.33, -0.17, -0.15, -0.19, -0.22, 0.35, -0.02, 0.34, 0.10, -0.19, -0.43, -0.44, -0.18, 0.32, 0.31, 0.33, 0.31, -0.18, -0.44, -0.47, -0.14, 0.31, 0.32, 0.31, 0.32, -0.14, -0.55, -0.29, -0.21, 0.35, 0.30, 0.33, 0.20],
  "homo_ev": -4.950,
  "total_charge": -1
}

Number 1: LUMO energy -0.1178 Ha. Number 2: LUMO energy 0.0619 Ha.